(1)
This record from the Open Molecules 2025 dataset describes a 2-piece molecular cluster, C6H14NO overall in a non-equilibrium geometry. The level of theory is ωB97M-V/def2-TZVPD.

Computed properties:
HOMO energy (eV): -12.879
Gap between HOMO and LUMO (eV): 9.583
LUMO level (eV): -3.30
Total charge: +1

Positions of all 22 atoms, in Å:
C 0.046 1.533 -0.513
C -1.240 0.854 -0.783
C -1.753 -0.319 -0.116
C -2.824 -1.017 -0.519
C -0.366 -1.830 1.336
C -1.155 -0.785 1.182
N 1.188 0.563 -0.786
H 0.134 1.998 0.431
H 0.154 2.447 -1.285
H -1.284 0.688 -1.940
H -2.064 1.639 -0.539
H -3.466 -0.910 -1.422
H -3.236 -1.607 0.178
H 0.155 -2.329 0.584
H 0.033 -2.341 2.221
H -1.591 -0.282 1.980
H 1.245 -0.167 0.059
H 2.199 0.805 -0.759
H 0.981 0.113 -1.752
H 4.338 0.057 1.587
H 4.593 0.508 0.110
O 3.913 0.381 0.746



(2)
This record from the Open Molecules 2025 dataset describes an isolated ion of composition C6H14NO2 and charge +1 in a non-equilibrium geometry. The level of theory is ωB97M-V/def2-TZVPD.

Computed properties:
HOMO energy (eV): -13.667
Gap between HOMO and LUMO (eV): 10.574
LUMO level (eV): -3.09
Total charge: +1
Structure (SMILES): C[C@]1(O)C[NH2+]C[C@]1(C)O

Positions of all 23 atoms, in Å:
C -1.558 1.017 -1.138
C -0.619 0.587 -0.006
O -0.882 0.941 1.294
C 1.020 1.482 -0.353
N 1.879 0.540 0.353
C 1.194 -0.795 0.777
C -0.084 -0.804 -0.086
C -0.919 -1.896 0.563
O 0.375 -1.195 -1.307
H -1.213 0.818 -2.216
H -1.578 2.044 -1.123
H -2.560 0.571 -1.036
H -1.430 1.672 1.557
H 1.221 1.528 -1.466
H 0.908 2.520 0.167
H 2.812 0.485 -0.232
H 2.096 0.981 1.228
H 1.040 -0.812 1.862
H 1.921 -1.614 0.617
H -1.161 -1.615 1.640
H -0.302 -2.807 0.771
H -1.786 -2.249 0.064
H -0.371 -1.400 -1.930



(3)
This record from the Open Molecules 2025 dataset describes C6H14NO2 as an isolated structure in a non-equilibrium geometry. The level of theory is ωB97M-V/def2-TZVPD.

Computed properties:
HOMO energy (eV): -11.618
Gap between HOMO and LUMO (eV): 8.479
LUMO level (eV): -3.14
Total charge: +1

Positions of all 23 atoms, in Å:
C 0.063 -0.693 -0.258
C 0.010 0.440 0.800
C -0.133 0.350 -1.241
C 1.338 -1.521 -0.313
C -1.121 -1.671 -0.127
C 1.127 1.265 1.187
N -1.322 1.046 1.140
O -1.447 0.822 -1.480
O 0.883 0.995 -1.903
H 2.296 -1.032 -0.736
H 1.098 -2.251 -0.991
H 1.503 -2.068 0.549
H -0.921 -2.454 -0.821
H -2.072 -1.324 -0.480
H -1.180 -2.071 0.940
H 1.162 1.347 2.294
H 1.030 2.270 0.710
H 2.138 0.889 0.880
H -1.206 1.707 1.828
H -1.846 0.304 1.526
H -1.830 1.336 0.115
H -1.368 1.610 -1.981
H 1.797 0.704 -1.639



(4)
This record from the Open Molecules 2025 dataset describes a single C6H14NO2PS molecule in a non-equilibrium geometry. The level of theory is ωB97M-V/def2-TZVPD.

Computed properties:
HOMO energy (eV): -8.678
Gap between HOMO and LUMO (eV): 9.598
LUMO level (eV): 0.92
Structure (SMILES): [H]/N=C(/C)SP(OCC)OCC

Positions of all 25 atoms, in Å:
H 1.706 0.616 2.054
N 2.564 0.328 1.603
C 2.771 0.590 0.422
C 3.970 0.251 -0.359
S 1.497 1.578 -0.745
P -0.162 0.725 0.189
O -1.266 1.374 -0.836
C -2.636 1.494 -0.492
C -2.866 2.360 0.736
O 0.009 -0.790 -0.448
C -0.535 -1.933 0.194
C -0.348 -3.130 -0.722
H 4.704 -0.247 0.269
H 4.385 1.164 -0.784
H 3.685 -0.396 -1.188
H -3.097 1.946 -1.374
H -3.078 0.501 -0.338
H -2.376 1.918 1.602
H -2.458 3.354 0.575
H -3.933 2.437 0.934
H -0.022 -2.095 1.149
H -1.603 -1.782 0.398
H -0.797 -2.925 -1.691
H 0.711 -3.333 -0.865
H -0.825 -4.004 -0.285



(5)
This record from the Open Molecules 2025 dataset describes an isolated ion of composition C6H14NO2S and charge +1 in a non-equilibrium geometry. The level of theory is ωB97M-V/def2-TZVPD.

Computed properties:
HOMO energy (eV): -13.822
Gap between HOMO and LUMO (eV): 10.042
LUMO level (eV): -3.78
Total charge: +1
Structure (SMILES): CS(=O)(=O)C1CC[NH2+]CC1

Positions of all 24 atoms, in Å:
C 2.995 -0.737 1.175
S 2.083 0.625 0.399
O 2.711 0.977 -0.901
O 2.003 1.810 1.289
C 0.386 0.014 0.038
C -0.659 0.640 1.026
C -2.071 0.060 0.718
N -2.127 -0.751 -0.532
C -1.444 -0.145 -1.717
C -0.040 0.430 -1.405
H 4.047 -0.594 0.906
H 2.687 -1.725 0.820
H 2.937 -0.704 2.268
H 0.323 -1.081 0.148
H -0.685 1.702 0.763
H -0.333 0.494 2.055
H -2.349 -0.600 1.549
H -2.787 0.884 0.688
H -3.114 -0.836 -0.777
H -1.823 -1.707 -0.365
H -2.115 0.579 -2.186
H -1.317 -0.953 -2.448
H 0.737 0.093 -2.092
H -0.049 1.525 -1.417



(6)
This record from the Open Molecules 2025 dataset describes C6H14NO3 as an isolated structure in a non-equilibrium geometry. The level of theory is ωB97M-V/def2-TZVPD.

Computed properties:
HOMO energy (eV): -3.413
Gap between HOMO and LUMO (eV): 7.130
LUMO level (eV): 3.72
Total charge: -1

Positions of all 24 atoms, in Å:
C 2.115 -1.411 -0.060
C 1.884 0.918 0.715
C -2.499 1.269 -0.445
C 1.062 -0.366 0.520
C -1.317 0.750 0.484
C -0.170 -0.012 -0.323
N -0.758 -1.227 -0.836
O -1.416 -2.098 0.133
O -1.814 -0.065 1.445
O 0.211 0.783 -1.418
H 2.407 -0.969 -1.074
H 2.984 -1.580 0.736
H 1.566 -2.318 -0.133
H 1.793 1.663 -0.057
H 1.362 1.533 1.521
H 3.013 0.931 0.893
H -2.792 0.364 -0.926
H -2.078 1.999 -0.994
H -3.173 1.534 0.222
H 0.577 -0.899 1.305
H -0.870 1.812 0.877
H -0.154 -1.899 -1.272
H -1.712 -1.207 0.862
H -0.220 0.495 -2.174



(7)
This record from the Open Molecules 2025 dataset describes a 2-piece molecular cluster, C6H14NO4 overall in a non-equilibrium geometry. The level of theory is ωB97M-V/def2-TZVPD.

Computed properties:
HOMO energy (spin up / spin down) (eV): -5.525 / -10.745
<S²>: 0.75
Gap between HOMO and LUMO (spin up / spin down) (eV): 5.066 / 10.287
Spin multiplicity: 2
LUMO level (spin up / spin down) (eV): -0.46 / -0.46

Positions of all 25 atoms, in Å:
N 0.608 -5.249 0.928
O 1.756 -4.810 0.819
O 0.164 -5.356 2.439
O -0.155 -5.740 0.143
H 0.374 -4.461 2.648
C -0.350 -3.863 4.810
C 0.948 -4.199 5.365
C -0.503 -2.548 4.192
O -1.205 -4.824 4.741
C -2.488 -4.814 3.945
C -3.588 -5.086 4.931
C -2.443 -5.941 2.958
H 1.818 -3.611 5.008
H 0.705 -3.866 6.425
H 1.198 -5.299 5.382
H 0.480 -2.031 3.978
H -1.169 -2.388 3.277
H -0.973 -2.000 5.080
H -2.583 -3.844 3.453
H -4.523 -5.184 4.356
H -3.408 -6.032 5.458
H -3.710 -4.280 5.653
H -3.404 -5.997 2.425
H -1.678 -5.786 2.198
H -2.231 -6.892 3.462



(8)
This record from the Open Molecules 2025 dataset describes a single C6H14NO4P molecule in a non-equilibrium geometry. The level of theory is ωB97M-V/def2-TZVPD.

Computed properties:
HOMO energy (eV): -9.103
Gap between HOMO and LUMO (eV): 9.916
LUMO level (eV): 0.81
Structure (SMILES): OCOP1(OCO)=NCCCC1

Positions of all 26 atoms, in Å:
O 0.157 2.447 -1.480
C 1.274 2.336 -0.705
O 1.100 1.753 0.548
P 0.745 0.032 0.446
O 2.147 -0.528 1.009
C 3.440 -0.094 0.468
O 3.443 -0.034 -0.934
N 0.322 -0.380 -1.012
C -1.139 -0.535 -1.274
C -1.821 -1.418 -0.142
C -1.900 -0.604 1.108
C -0.387 -0.379 1.764
H -0.076 1.597 -1.830
H 2.075 1.694 -1.179
H 1.602 3.366 -0.471
H 4.082 -0.927 0.831
H 3.625 0.865 0.989
H 2.461 -0.335 -1.127
H -1.134 -1.123 -2.182
H -1.545 0.507 -1.299
H -1.446 -2.345 0.094
H -2.784 -1.385 -0.520
H -2.341 0.363 0.902
H -2.508 -1.118 1.806
H -0.447 0.492 2.482
H 0.014 -1.269 2.172



(9)
This record from the Open Molecules 2025 dataset describes a 2-piece molecular cluster, C6H14NO8PS2 overall in a non-equilibrium geometry. The level of theory is ωB97M-V/def2-TZVPD.

Computed properties:
HOMO energy (eV): -10.157
Gap between HOMO and LUMO (eV): 8.933
LUMO level (eV): -1.22
Structure (SMILES): COCO[P@](=O)(O)ON=C=S.CCOS(C)(=O)=O

Positions of all 32 atoms, in Å:
C 4.578 -2.628 2.084
O 3.306 -2.669 2.738
C 2.381 -1.956 1.971
O 1.064 -2.216 2.506
P -0.014 -1.998 1.343
O 0.321 -0.793 0.594
O -1.435 -1.790 2.016
O -0.176 -3.323 0.416
N 0.831 -4.311 0.646
C 0.564 -5.036 1.580
S 0.533 -5.621 3.006
H 5.343 -2.275 2.783
H 4.593 -1.939 1.232
H 4.847 -3.644 1.775
H 2.551 -0.874 2.024
H 2.447 -2.321 0.936
H -1.537 -0.823 2.068
C -3.244 4.376 -3.182
C -3.274 2.900 -2.834
O -1.982 2.408 -2.438
S -1.451 2.779 -0.977
C -0.099 1.657 -0.936
O -2.435 2.374 -0.016
O -0.950 4.119 -0.996
H -3.035 4.985 -2.304
H -4.205 4.690 -3.591
H -2.462 4.582 -3.914
H -4.011 2.692 -2.056
H -3.561 2.325 -3.713
H -0.479 0.643 -0.959
H 0.446 1.832 -0.012
H 0.544 1.853 -1.791



(10)
This record from the Open Molecules 2025 dataset describes a 2-piece molecular cluster, C6H14NOP overall in a non-equilibrium geometry. The level of theory is ωB97M-V/def2-TZVPD.

Computed properties:
HOMO energy (spin up / spin down) (eV): -7.593 / -6.122
Gap between HOMO and LUMO (spin up / spin down) (eV): 8.306 / 6.694
LUMO level (spin up / spin down) (eV): 0.71 / 0.57

Positions of all 23 atoms, in Å:
C -2.692 -0.724 0.551
C -3.306 -0.433 -0.853
C 3.299 1.109 0.631
C 1.952 0.882 0.106
C 1.697 -0.651 -0.149
C 0.445 -0.943 -0.684
N -1.764 0.362 0.817
O -2.854 0.828 -1.293
P -1.732 1.608 -0.373
H -3.328 -0.727 1.407
H -2.063 -1.640 0.419
H -2.865 -1.258 -1.551
H -4.454 -0.377 -1.008
H 4.020 0.781 -0.076
H 3.712 2.093 0.983
H 3.458 0.581 1.562
H 1.704 1.455 -0.752
H 1.185 1.148 0.814
H 2.476 -0.862 -0.820
H 2.055 -1.169 0.724
H 0.362 -0.777 -1.748
H -0.253 -1.660 -0.290
H -1.053 0.374 1.584



(11)
This record from the Open Molecules 2025 dataset describes an isolated ion of composition C6H14NOS and charge +1 in a non-equilibrium geometry. The level of theory is ωB97M-V/def2-TZVPD.

Computed properties:
HOMO energy (eV): -12.622
Gap between HOMO and LUMO (eV): 9.459
LUMO level (eV): -3.16
Total charge: +1
Structure (SMILES): CC(C)(S)[C@H]1[NH2+]CCO1

Positions of all 23 atoms, in Å:
C -1.726 1.502 -0.673
C -1.489 0.155 -0.035
C -1.215 0.314 1.510
S -2.616 -0.966 -0.780
C 0.169 -0.505 -0.613
N 1.237 0.573 -0.404
C 2.476 -0.158 -0.246
C 2.005 -1.549 0.197
O 0.591 -1.418 0.278
H -0.903 2.279 -0.583
H -2.608 1.935 -0.309
H -1.866 1.343 -1.742
H -0.754 1.246 1.821
H -2.280 0.371 1.931
H -0.700 -0.536 2.014
H -3.371 -1.610 0.083
H -0.018 -0.984 -1.646
H 1.092 0.975 0.453
H 1.222 1.295 -1.100
H 3.253 0.237 0.411
H 2.930 -0.270 -1.149
H 2.167 -2.309 -0.588
H 2.403 -1.921 1.169



(12)
This record from the Open Molecules 2025 dataset describes a 2-piece molecular cluster, C6H14NS overall in a non-equilibrium geometry. The level of theory is ωB97M-V/def2-TZVPD.

Computed properties:
HOMO energy (eV): -2.796
Gap between HOMO and LUMO (eV): 6.353
LUMO level (eV): 3.56
Total charge: -1

Positions of all 22 atoms, in Å:
C -1.353 -0.388 1.514
C -1.851 -0.782 0.024
S -0.682 -2.208 -0.571
C 0.120 -0.091 1.507
N 0.113 1.658 1.091
C 1.028 2.246 -2.954
C 0.747 0.727 0.353
C 2.179 0.745 0.458
H -2.053 0.387 1.871
H -1.481 -1.345 2.034
H -1.967 0.090 -0.717
H -2.937 -1.030 0.217
H 0.472 0.155 2.488
H 0.610 -1.137 1.341
H 0.302 1.953 -3.773
H 0.520 2.267 -1.939
H 1.562 3.196 -3.175
H 1.904 1.676 -3.100
H 0.394 0.361 -0.627
H 2.542 1.321 -0.429
H 2.676 -0.278 0.581
H 2.362 1.361 1.314